# 1
Formula: C34H92N8O18
Source: OMol25
Level of theory: ωB97M-V/def2-TZVPD

Summary:
Structure (SMILES): COCCNCCOC.COCCNCCOC.COCCNCCOC.COCCNCCOC.NC(N)=O.NC(N)=O.OCCO.OCCO.OCCO.OCCO
HOMO level in eV: -8.2
Orbital gap in eV: 8.084
E in eV: -85521.158
Lowest unoccupied orbital energy in eV: -0.1

Atoms and positions in Å:
1 C -5.420 -0.853 -0.061
2 O -4.648 -1.310 0.800
3 N -5.003 0.171 -0.880
4 N -6.745 -1.160 -0.127
5 H -5.659 0.597 -1.502
6 H -4.002 0.323 -0.885
7 H -7.209 -1.730 0.556
8 H -7.384 -0.796 -0.808
9 C -0.300 3.151 -3.255
10 O 0.493 2.395 -2.687
11 N -1.213 2.719 -4.167
12 N -0.364 4.481 -2.922
13 H -1.301 1.723 -4.292
14 H -1.883 3.381 -4.501
15 H -1.095 5.104 -3.197
16 H 0.376 4.843 -2.350
17 C -1.324 2.139 3.264
18 O -2.156 2.262 4.379
19 C -3.177 3.225 4.324
20 C -4.164 3.156 3.158
21 N -4.956 1.951 3.186
22 C -6.140 1.986 2.355
23 C -7.352 2.606 3.020
24 O -8.522 2.534 2.256
25 C -8.499 3.308 1.089
26 H -1.809 1.626 2.428
27 H -0.411 1.640 3.590
28 H -0.918 3.080 2.860
29 H -2.711 4.216 4.407
30 H -3.816 3.219 5.210
31 H -3.630 3.380 2.217
32 H -4.885 3.965 3.312
33 H -4.466 1.067 3.193
34 H -6.406 0.947 2.124
35 H -5.874 2.347 1.349
36 H -7.174 3.643 3.358
37 H -7.522 2.171 4.008
38 H -9.494 3.307 0.658
39 H -7.779 2.985 0.329
40 H -8.172 4.321 1.351
41 C 3.755 -0.925 0.546
42 O 4.535 -1.568 -0.417
43 C 5.855 -1.056 -0.510
44 C 6.478 -1.688 -1.735
45 N 6.546 -3.121 -1.555
46 C 7.124 -3.768 -2.734
47 C 6.793 -5.253 -2.731
48 O 7.380 -5.837 -1.582
49 C 6.925 -7.152 -1.403
50 H 3.433 0.076 0.236
51 H 4.273 -0.777 1.506
52 H 2.862 -1.498 0.785
53 H 6.411 -1.256 0.410
54 H 5.780 0.038 -0.594
55 H 7.468 -1.221 -1.862
56 H 6.029 -1.339 -2.683
57 H 5.609 -3.455 -1.359
58 H 8.205 -3.602 -2.698
59 H 6.785 -3.295 -3.670
60 H 7.259 -5.708 -3.610
61 H 5.710 -5.382 -2.655
62 H 7.114 -7.734 -2.317
63 H 5.858 -7.207 -1.158
64 H 7.471 -7.648 -0.602
65 C 3.675 10.997 0.446
66 O 3.733 9.703 0.982
67 C 3.390 9.604 2.343
68 C 3.750 8.245 2.910
69 N 2.749 7.257 2.551
70 C 3.040 5.950 3.110
71 C 2.095 4.882 2.559
72 O 2.319 4.724 1.180
73 C 1.956 3.444 0.728
74 H 3.999 11.003 -0.588
75 H 4.156 11.704 1.128
76 H 2.616 11.308 0.404
77 H 2.313 9.797 2.435
78 H 3.875 10.424 2.893
79 H 3.821 8.348 3.993
80 H 4.745 8.025 2.494
81 H 2.768 7.167 1.537
82 H 2.801 5.984 4.178
83 H 4.061 5.629 2.857
84 H 1.071 5.212 2.793
85 H 2.193 3.954 3.133
86 H 2.214 2.604 1.378
87 H 2.223 3.300 -0.319
88 H 0.857 3.356 0.620
89 C 0.400 -7.180 -2.963
90 O 1.523 -7.415 -2.131
91 C 2.594 -6.524 -2.379
92 C 2.322 -5.071 -2.043
93 N 1.885 -4.925 -0.664
94 C 1.255 -3.636 -0.398
95 C 0.798 -3.538 1.034
96 O -0.276 -4.459 1.179
97 C -0.701 -4.531 2.519
98 H 0.720 -7.206 -4.009
99 H -0.092 -6.231 -2.741
100 H -0.339 -7.945 -2.733
101 H 2.955 -6.664 -3.407
102 H 3.401 -6.853 -1.715
103 H 1.520 -4.708 -2.713
104 H 3.244 -4.517 -2.245
105 H 1.146 -5.619 -0.554
106 H 0.347 -3.485 -1.006
107 H 1.972 -2.842 -0.615
108 H 0.525 -2.506 1.296
109 H 1.586 -3.804 1.751
110 H 0.063 -5.060 3.111
111 H -1.557 -5.199 2.618
112 H -0.904 -3.561 2.979
113 C 0.331 -1.642 -4.767
114 C -0.190 -1.144 -3.427
115 O -1.191 -0.133 -3.644
116 O -0.602 -2.455 -5.489
117 H 1.288 -2.178 -4.650
118 H 0.679 -0.784 -5.358
119 H 0.677 -0.719 -2.920
120 H -0.525 -2.007 -2.845
121 H -1.986 -0.680 -3.838
122 H -0.254 -2.514 -6.383
123 C -2.757 -1.348 5.392
124 C -2.936 -1.631 3.919
125 O -3.862 -0.693 3.413
126 O -1.933 -0.228 5.641
127 H -2.261 -2.215 5.840
128 H -3.749 -1.258 5.852
129 H -3.237 -2.675 3.750
130 H -1.955 -1.545 3.423
131 H -4.038 -0.849 2.469
132 H -2.332 0.516 5.136
133 C -1.482 -0.052 -0.310
134 C -0.148 0.439 0.247
135 O 0.908 0.544 -0.697
136 O -2.079 0.885 -1.204
137 H -2.161 -0.154 0.540
138 H -1.385 -1.008 -0.823
139 H 0.244 -0.295 0.950
140 H -0.373 1.409 0.700
141 H 0.670 1.206 -1.380
142 H -1.815 0.669 -2.131
143 C -2.861 -4.277 -3.354
144 C -3.219 -3.026 -2.559
145 O -3.237 -1.868 -3.392
146 O -1.490 -4.258 -3.640
147 H -3.499 -4.266 -4.242
148 H -3.059 -5.140 -2.722
149 H -2.477 -2.871 -1.778
150 H -4.172 -3.112 -2.028
151 H -3.978 -1.909 -4.004
152 H -1.306 -3.627 -4.363

# 2
Formula: C34H92N8O9
Source: OMol25
Level of theory: ωB97M-V/def2-TZVPD

Summary:
Structure (SMILES): COC[C@H](C)N.COC[C@H](C)N.COC[C@H](C)N.COC[C@H](C)N.COC[C@H](C)N.COC[C@H](C)N.COC[C@H](C)N.COCCNCCOC
HOMO level in eV: -8.0
Orbital gap in eV: 8.567
E in eV: -67088.774
Lowest unoccupied orbital energy in eV: 0.6

Atoms and positions in Å:
1 C 0.756 6.674 13.021
2 O 0.920 8.023 13.457
3 C 0.992 8.175 14.881
4 C 1.418 9.578 15.161
5 N 1.337 9.895 16.554
6 C 1.323 11.290 17.021
7 C 1.303 11.405 18.511
8 O 0.119 10.809 19.068
9 C -0.119 11.318 20.369
10 H -0.159 6.181 13.351
11 H 1.509 6.082 13.539
12 H 1.063 6.583 11.979
13 H 1.773 7.489 15.208
14 H 0.029 7.938 15.334
15 H 1.036 10.299 14.439
16 H 2.439 9.620 14.782
17 H 0.690 9.290 17.039
18 H 0.524 11.791 16.473
19 H 2.211 11.800 16.648
20 H 1.620 12.356 18.939
21 H 2.257 10.959 18.793
22 H -1.196 11.353 20.535
23 H 0.317 12.292 20.594
24 H 0.139 10.651 21.191
25 C -3.558 10.332 17.723
26 C -2.666 9.889 16.633
27 C -2.227 11.070 15.746
28 O -3.379 11.746 15.270
29 C -3.102 12.597 14.187
30 N -1.444 9.268 17.218
31 H -2.972 10.876 18.464
32 H -4.183 9.565 18.179
33 H -4.281 11.116 17.495
34 H -3.249 9.177 16.049
35 H -1.572 10.706 14.955
36 H -1.663 11.818 16.303
37 H -2.608 12.148 13.325
38 H -2.449 13.396 14.540
39 H -3.981 13.018 13.700
40 H -1.576 8.392 17.704
41 H -0.972 9.739 17.977
42 C 4.820 5.754 18.257
43 C 4.582 7.316 18.278
44 C 5.368 8.134 17.101
45 O 5.047 7.402 15.873
46 C 5.652 7.841 14.684
47 N 3.155 7.481 18.064
48 H 5.843 5.611 18.605
49 H 4.728 5.267 17.286
50 H 4.133 5.233 18.925
51 H 4.839 7.658 19.280
52 H 6.445 8.005 17.202
53 H 5.048 9.169 16.987
54 H 5.715 6.964 14.040
55 H 6.686 8.181 14.752
56 H 5.116 8.639 14.169
57 H 2.873 7.436 17.096
58 H 2.689 8.373 18.145
59 C 0.885 7.626 22.006
60 C 0.486 6.459 21.080
61 C -0.420 6.939 19.882
62 O -1.604 7.675 20.255
63 C -2.820 6.999 20.777
64 N 1.790 5.843 20.677
65 H 1.049 7.278 23.026
66 H 0.192 8.437 22.228
67 H 1.772 8.171 21.684
68 H -0.081 5.875 21.804
69 H -0.731 6.185 19.159
70 H 0.154 7.703 19.358
71 H -3.627 7.660 21.092
72 H -2.454 6.383 21.599
73 H -3.278 6.252 20.128
74 H 1.743 5.175 19.920
75 H 2.296 6.584 20.213
76 C 2.558 11.086 23.549
77 C 3.846 11.026 22.790
78 C 3.758 11.457 21.288
79 O 2.957 12.613 20.945
80 C 3.527 13.877 21.289
81 N 4.802 11.790 23.607
82 H 2.169 12.104 23.506
83 H 2.773 10.841 24.589
84 H 1.789 10.430 23.142
85 H 4.189 9.992 22.766
86 H 3.159 10.662 20.845
87 H 4.718 11.376 20.777
88 H 4.477 14.038 20.781
89 H 3.753 13.868 22.355
90 H 2.768 14.660 21.275
91 H 4.404 12.242 24.417
92 H 5.498 12.381 23.175
93 C 0.363 4.614 25.388
94 C -1.062 4.034 25.137
95 C -2.130 5.050 24.704
96 O -2.497 5.899 25.781
97 C -3.495 6.806 25.415
98 N -0.984 2.865 24.284
99 H 0.847 4.662 24.412
100 H 0.899 4.091 26.180
101 H 0.229 5.619 25.787
102 H -1.466 3.611 26.057
103 H -3.007 4.472 24.412
104 H -1.706 5.510 23.811
105 H -3.051 7.426 24.636
106 H -3.878 7.436 26.218
107 H -4.283 6.152 25.042
108 H -1.743 2.963 23.625
109 H -0.162 2.885 23.697
110 C -6.722 5.903 19.788
111 C -8.027 6.226 20.435
112 C -8.040 6.171 21.962
113 O -7.222 5.181 22.554
114 C -7.472 5.004 23.911
115 N -8.471 7.478 19.917
116 H -6.099 6.781 19.618
117 H -6.864 5.336 18.868
118 H -6.036 5.404 20.473
119 H -8.627 5.348 20.197
120 H -9.083 6.107 22.273
121 H -7.723 7.152 22.317
122 H -8.464 4.559 23.987
123 H -7.282 5.946 24.426
124 H -6.733 4.244 24.166
125 H -8.564 7.459 18.912
126 H -7.905 8.289 20.119
127 C -4.282 0.893 23.530
128 C -4.814 2.202 23.038
129 C -4.114 2.829 21.831
130 O -2.803 3.228 22.222
131 C -1.970 3.484 21.122
132 N -6.238 2.019 22.707
133 H -3.362 1.045 24.094
134 H -4.040 0.285 22.659
135 H -4.988 0.322 24.133
136 H -4.667 2.920 23.845
137 H -4.605 3.757 21.539
138 H -4.129 2.054 21.064
139 H -1.614 2.542 20.706
140 H -1.089 4.114 21.253
141 H -2.379 4.098 20.319
142 H -6.564 2.864 22.261
143 H -6.774 1.974 23.562

- What is the E in the first record?
  -85521.158 eV

- Which of these has the highest lowest unoccupied orbital energy?
  C34H92N8O9